Entry 1:
{"formula": "C7H20BrNO3PS2", "method": "wB97M-V/def2-TZVPD", "gap_ev": 8.17, "charge": 1, "elements": ["C", "C", "O", "N", "C", "P", "Br", "H", "H", "H", "H", "H", "H", "H", "H", "C", "S", "O", "C", "H", "H", "H", "H", "H", "H", "C", "S", "O", "C", "H", "H", "H", "H", "H", "H"], "positions_angstrom": [[0.291, 3.253, 2.699], [-0.268, 2.595, 3.914], [-1.372, 2.793, 4.353], [0.652, 1.661, 4.575], [0.471, 1.594, 6.045], [0.694, 0.182, 3.851], [2.713, -0.578, 3.951], [-0.505, 3.686, 2.127], [1.020, 3.989, 3.000], [0.843, 2.522, 2.121], [-0.568, 1.610, 6.331], [1.023, 2.388, 6.514], [0.911, 0.676, 6.410], [-0.152, -0.680, 4.553], [0.258, 0.307, 2.511], [-0.400, -2.284, -0.588], [0.027, -0.704, 0.116], [-0.801, -0.562, 1.379], [-0.743, 0.320, -1.124], [-0.031, -3.061, 0.079], [-1.482, -2.355, -0.680], [0.071, -2.365, -1.565], [-1.802, 0.074, -1.191], [-0.256, 0.153, -2.087], [-0.627, 1.360, -0.822], [0.207, -2.995, -5.615], [0.651, -1.426, -4.872], [-0.155, -1.303, -3.614], [-0.147, -0.389, -6.097], [0.578, -3.790, -4.972], [-0.877, -3.065, -5.701], [0.675, -3.072, -6.596], [-1.207, -0.636, -6.150], [0.332, -0.545, -7.063], [-0.024, 0.647, -5.792]], "mulliken_charge": [-0.97, 0.45, -0.48, 0.08, -1.10, 0.50, -0.09, 0.32, 0.32, 0.31, 0.39, 0.32, 0.48, 0.25, 0.18, -0.91, 0.51, -0.70, -0.80, 0.36, 0.32, 0.31, 0.33, 0.29, 0.32, -0.98, 0.45, -0.57, -0.97, 0.32, 0.32, 0.39, 0.32, 0.39, 0.31]}



Entry 2:
{"formula": "C4H8O3", "method": "wB97M-V/def2-TZVPD", "e_above_lowest_kj_mol": 304.2, "gap_ev": 10.53, "charge": 0, "smiles": "C[C@H](O)CC(=O)O", "elements": ["C", "C", "O", "C", "C", "O", "O", "H", "H", "H", "H", "H", "H", "H", "H"], "positions_angstrom": [[-1.678, -0.395, 0.733], [-0.132, -0.406, 0.286], [0.774, -0.071, 1.287], [0.125, 0.715, -0.739], [1.407, 0.603, -1.441], [1.508, 0.705, -2.562], [2.330, -0.143, -0.763], [-1.980, 0.649, 1.153], [-1.568, -1.046, 1.687], [-2.432, -0.759, -0.011], [0.323, -1.260, -0.223], [0.669, -0.875, 1.942], [-0.839, 0.556, -1.359], [-0.443, 1.600, -0.221], [1.935, 0.126, 0.232]], "mulliken_charge": [-1.01, 0.05, -0.57, -0.71, 0.48, -0.45, -0.55, 0.29, 0.27, 0.36, 0.42, 0.38, 0.32, 0.29, 0.45]}



Entry 3:
{"formula": "C42H62AsN4O4SeSi2Sn", "method": "wB97M-V/def2-TZVPD", "e_above_lowest_kj_mol": 522.4, "gap_ev": 5.86, "charge": -1, "elements": ["Sn", "C", "C", "C", "C", "C", "C", "C", "N", "C", "C", "C", "C", "C", "C", "C", "C", "C", "C", "N", "C", "C", "C", "N", "C", "C", "C", "C", "C", "C", "C", "C", "C", "C", "C", "C", "C", "C", "N", "C", "C", "H", "H", "H", "H", "H", "H", "H", "H", "H", "H", "H", "H", "H", "H", "H", "H", "H", "H", "H", "H", "H", "H", "H", "H", "H", "H", "H", "H", "H", "H", "H", "H", "H", "H", "H", "H", "H", "H", "H", "H", "H", "H", "H", "H", "O", "Se", "O", "O", "O", "C", "Si", "C", "C", "As", "Si", "C", "C", "C", "H", "H", "H", "H", "H", "H", "H", "H", "H", "H", "H", "H", "H", "H", "H", "H", "H", "H"], "positions_angstrom": [[0.200, -0.063, -0.752], [4.861, -4.561, 0.326], [3.819, -4.305, -0.770], [3.391, -2.873, -0.825], [4.006, -1.848, -1.440], [5.201, -1.913, -2.341], [4.788, -1.978, -3.821], [3.206, -0.639, -1.205], [2.113, -0.987, -0.404], [2.216, -2.328, -0.118], [1.435, -3.000, 0.766], [0.646, -2.288, 1.767], [0.982, -2.206, 3.089], [2.239, -2.743, 3.721], [2.221, -4.184, 4.228], [0.121, -1.230, 3.687], [-0.667, -0.703, 2.704], [-1.418, 0.517, 2.907], [-1.593, 1.553, 2.094], [-1.226, 1.524, 0.698], [-1.246, 2.922, 0.305], [-0.414, 3.480, -0.575], [0.802, 2.993, -1.193], [1.356, 1.748, -0.995], [2.590, 1.750, -1.601], [3.443, 0.586, -1.709], [2.835, 3.002, -2.162], [1.702, 3.792, -1.897], [1.501, 5.227, -2.287], [1.913, 6.211, -1.184], [4.080, 3.422, -2.888], [4.079, 3.017, -4.368], [-2.117, 3.621, 1.265], [-2.261, 2.835, 2.345], [-2.901, 3.181, 3.646], [-1.883, 3.691, 4.675], [-2.699, 4.975, 1.019], [-1.870, 6.128, 1.599], [-0.405, -1.373, 1.467], [0.179, -0.788, 5.121], [1.012, 0.483, 5.334], [5.084, -5.626, 0.416], [4.493, -4.205, 1.291], [5.791, -4.032, 0.109], [2.946, -4.935, -0.588], [4.224, -4.605, -1.740], [5.799, -2.791, -2.093], [5.832, -1.036, -2.178], [4.089, -2.801, -3.978], [5.652, -2.128, -4.471], [4.283, -1.057, -4.116], [1.700, -4.029, 0.986], [2.494, -2.090, 4.560], [3.045, -2.641, 2.989], [1.403, -4.351, 4.932], [3.161, -4.418, 4.736], [2.106, -4.889, 3.405], [-1.744, 0.667, 3.931], [-0.610, 4.531, -0.768], [4.344, 0.713, -2.299], [0.455, 5.395, -2.551], [2.082, 5.439, -3.188], [1.324, 6.045, -0.280], [1.773, 7.248, -1.501], [2.964, 6.072, -0.922], [4.954, 2.987, -2.395], [4.192, 4.506, -2.815], [4.045, 1.930, -4.469], [4.970, 3.383, -4.885], [3.198, 3.421, -4.872], [-3.412, 2.298, 4.039], [-3.670, 3.938, 3.475], [-1.136, 2.926, 4.896], [-2.375, 3.966, 5.610], [-1.353, 4.565, 4.294], [-3.709, 4.996, 1.430], [-2.807, 5.100, -0.059], [-1.815, 6.066, 2.688], [-2.317, 7.091, 1.339], [-0.847, 6.113, 1.214], [0.609, -1.596, 5.718], [-0.836, -0.632, 5.495], [2.062, 0.304, 5.092], [0.952, 0.824, 6.370], [0.661, 1.287, 4.686], [-4.337, 2.608, -0.674], [-4.144, 1.182, 0.053], [-4.556, -0.114, -0.822], [-2.299, 0.857, -0.083], [-4.556, 1.117, 1.610], [-1.162, -5.729, 0.125], [-1.851, -4.534, 1.395], [-0.978, -4.975, 2.990], [-3.658, -5.018, 1.697], [-2.179, -2.216, 1.022], [-2.554, -2.441, -1.380], [-3.992, -3.659, -1.405], [-3.112, -1.085, -2.547], [-1.089, -3.260, -2.279], [-1.225, -6.734, 0.555], [-0.116, -5.518, -0.114], [-1.726, -5.717, -0.808], [-1.473, -5.857, 3.408], [-1.015, -4.170, 3.729], [0.069, -5.220, 2.812], [-3.835, -6.058, 1.409], [-4.361, -4.391, 1.147], [-3.892, -4.906, 2.759], [-4.794, -3.323, -0.739], [-3.701, -4.671, -1.118], [-4.393, -3.686, -2.421], [-3.957, -0.518, -2.147], [-3.428, -1.592, -3.466], [-2.318, -0.387, -2.790], [-0.216, -3.396, -1.638], [-0.790, -2.632, -3.123], [-1.372, -4.242, -2.674]], "mulliken_charge": [0.99, -1.09, -1.03, 0.55, 0.75, -1.10, -1.08, -0.29, -0.59, 0.39, -0.51, -0.62, 0.56, -1.22, -1.39, 0.14, -0.37, -0.79, -0.41, 0.75, -0.03, -0.48, -0.68, -0.61, -0.07, -0.57, 0.95, 1.31, -1.38, -1.07, -1.20, -0.96, 0.97, 0.86, -1.60, -0.91, -1.72, -0.97, 1.41, -1.51, -0.98, 0.39, 0.16, 0.33, 0.14, 0.47, 0.36, 0.45, 0.31, 0.41, 0.18, 0.38, 0.38, 0.13, 0.32, 0.49, 0.18, 0.70, 0.33, 0.22, 0.51, 0.39, 0.19, 0.36, 0.31, 0.44, 0.38, 0.11, 0.39, 0.29, 0.46, 0.45, 0.10, 0.41, 0.22, 0.55, 0.45, 0.24, 0.42, 0.05, 0.46, 0.51, 0.31, 0.40, 0.09, -0.65, 1.03, -0.66, 0.00, -0.62, -0.87, 0.55, -0.96, -1.35, 0.22, 0.90, -1.35, -1.09, -0.87, 0.47, 0.04, 0.28, 0.56, 0.20, 0.06, 0.35, 0.37, 0.36, 0.28, 0.27, 0.40, 0.34, 0.51, 0.17, 0.00, 0.38, 0.48]}



Entry 4:
{"formula": "C24H44N3OP2Tl", "method": "wB97M-V/def2-TZVPD", "gap_ev": 6.22, "charge": 2, "elements": ["Tl", "P", "P", "N", "C", "H", "H", "C", "H", "H", "C", "H", "H", "C", "H", "H", "C", "C", "H", "H", "H", "C", "C", "H", "H", "H", "C", "C", "H", "H", "H", "C", "C", "H", "H", "H", "C", "C", "H", "H", "H", "C", "H", "H", "H", "C", "H", "H", "H", "C", "H", "H", "H", "H", "H", "H", "H", "O", "H", "H", "N", "C", "N", "C", "C", "C", "C", "C", "C", "H", "H", "H", "H", "H", "H"], "positions_angstrom": [[-0.012, -0.882, -1.202], [2.172, 0.498, -1.870], [-2.510, -0.753, -0.399], [-0.800, 1.516, -1.827], [1.553, 2.061, -2.544], [2.337, 2.808, -2.397], [1.504, 1.939, -3.635], [0.209, 2.595, -1.999], [0.388, 3.246, -1.117], [-0.295, 3.159, -2.801], [-2.016, 1.994, -1.071], [-2.372, 2.753, -1.789], [-1.808, 2.463, -0.085], [-3.061, 0.869, -0.950], [-3.561, 0.722, -1.917], [-3.849, 1.205, -0.271], [-2.813, -0.743, 1.430], [-2.085, -1.889, 2.146], [-2.181, -1.742, 3.234], [-1.013, -1.904, 1.895], [-2.537, -2.858, 1.885], [-3.529, -2.042, -1.254], [-3.219, -3.456, -0.740], [-3.616, -4.192, -1.455], [-3.703, -3.646, 0.229], [-2.138, -3.637, -0.645], [2.843, -0.487, -3.291], [3.494, -1.796, -2.825], [3.694, -2.433, -3.701], [2.852, -2.367, -2.139], [4.455, -1.607, -2.330], [3.526, 0.923, -0.695], [3.773, -0.211, 0.310], [4.422, 0.175, 1.111], [4.281, -1.066, -0.165], [2.844, -0.563, 0.778], [1.178, -3.761, 0.227], [-5.030, -1.769, -1.280], [-5.484, -1.830, -0.287], [-5.277, -0.793, -1.709], [-5.519, -2.529, -1.902], [3.754, 0.275, -4.246], [3.997, -0.362, -5.106], [3.299, 1.189, -4.637], [4.701, 0.548, -3.777], [4.841, 1.360, -1.339], [5.479, 1.770, -0.544], [5.402, 0.538, -1.802], [4.712, 2.159, -2.075], [-4.292, -0.698, 1.820], [-4.793, -1.665, 1.665], [-4.360, -0.478, 2.895], [-4.859, 0.079, 1.294], [-2.313, 0.197, 1.738], [3.139, 1.796, -0.136], [-3.157, -1.968, -2.292], [1.924, -0.750, -3.841], [1.449, -4.774, 0.698], [-1.219, 1.528, -2.770], [-0.144, -1.985, -2.651], [1.584, 2.127, 2.754], [0.786, 1.822, 1.694], [-0.341, 1.259, 2.108], [-0.308, 1.219, 3.487], [-1.193, 0.687, 4.424], [-0.790, 0.689, 5.764], [0.460, 1.215, 6.156], [1.331, 1.778, 5.219], [0.900, 1.787, 3.919], [2.458, 2.633, 2.760], [1.054, 2.054, 0.655], [-2.135, 0.315, 4.016], [-1.462, 0.257, 6.507], [0.707, 1.200, 7.220], [2.293, 2.231, 5.469]], "mulliken_charge": [1.39, 0.09, -0.01, -0.04, -0.99, 0.39, 0.60, -1.19, 0.33, 0.61, -1.12, 0.54, 0.36, -0.94, 0.62, 0.37, 0.83, -1.39, 0.48, 0.28, 0.33, 0.60, -1.45, 0.47, 0.29, 0.29, 0.51, -1.31, 0.47, 0.21, 0.26, 0.66, -1.48, 0.47, 0.31, 0.29, 0.20, -1.42, 0.24, 0.35, 0.45, -1.44, 0.45, 0.35, 0.25, -1.68, 0.48, 0.30, 0.40, -1.56, 0.33, 0.42, 0.34, 0.24, 0.45, 0.49, 0.42, -0.17, 0.25, -0.10, -0.03, -0.47, -0.10, 0.33, -0.20, -0.87, -0.45, -0.94, 0.49, 0.29, 0.15, 0.44, 0.40, 0.39, 0.38]}



Q: Which of these has the highest charge?
A: C24H44N3OP2Tl



Q: Look up the charge of the fourth one.
A: +2



Q: Among the records above, which one has the highest charge?
A: C24H44N3OP2Tl